Record 1
Entry from OMol25: C4H8P2 as an isolated structure in a non-equilibrium geometry (ωB97M-V with the def2-TZVPD basis set).

Values from the calculation:
- total charge = 0
- calculated total energy (eV) = -22851.2555
- molecular weight (g/mol) = 118.06
- orbital gap (eV) = 9.44

Geometry (Å):
C (-1.16205, -1.53370, 1.77409)
C (0.20532, -1.74905, 1.36356)
C (1.40351, 2.09359, -2.20244)
C (0.61183, 1.40911, -1.34809)
P (-0.45594, -0.00010, 1.05369)
P (-1.07435, -0.11421, -1.00644)
H (-1.99882, -1.94283, 1.15434)
H (-1.48242, -1.52429, 2.81007)
H (1.07587, -1.68299, 2.04758)
H (0.35457, -2.48467, 0.52767)
H (2.09580, 2.87039, -1.83649)
H (1.37942, 1.87164, -3.25159)
H (-1.57538, 1.10925, -0.86443)
H (0.62265, 1.67785, -0.22152)

Mulliken atomic charge list, values in e, 6 entries: atom 1 (C): -0.4503, atom 2 (C): -0.5225, atom 3 (C): -0.5736, atom 4 (C): -0.1652, atom 5 (P): 0.0252, atom 6 (P): -0.0171

Record 2
Entry from OMol25: C6H14O as an isolated structure in a non-equilibrium geometry (ωB97M-V with the def2-TZVPD basis set).

Values from the calculation:
- total charge = 0
- calculated total energy (eV) = -8491.2302
- molecular weight (g/mol) = 102.18
- orbital gap (spin up / spin down) (eV) = 11.19 / 6.56

Geometry (Å):
C (-0.72348, -1.12297, -2.13934)
C (-0.04725, -0.20366, -1.10580)
C (1.48931, -0.30104, -1.17958)
C (-0.44744, -0.54113, 0.34726)
C (-0.74506, 0.62721, 1.17965)
C (-0.51044, 0.50005, 2.63044)
O (1.62949, 2.65794, 0.28803)
H (-0.33567, -0.93131, -3.14756)
H (-1.80757, -0.95193, -2.19435)
H (-0.56941, -2.18551, -1.91570)
H (-0.38823, 0.81155, -1.34922)
H (1.81203, 0.07486, -2.14977)
H (1.73248, -1.36769, -1.09974)
H (2.09575, 0.24844, -0.43793)
H (0.30984, -1.17562, 0.82365)
H (-1.38358, -1.13841, 0.44189)
H (-1.56483, 1.24417, 0.80221)
H (0.54465, 0.27576, 2.80493)
H (-1.07740, -0.38975, 2.96200)
H (-0.82779, 1.36718, 3.20271)
H (0.81461, 2.50185, 1.23623)

Mulliken atomic charge list, values in e, 6 entries: atom 1 (C): -1.6595, atom 2 (C): 0.8707, atom 3 (C): -1.6217, atom 4 (C): -0.6963, atom 5 (C): -0.4502, atom 6 (C): -1.0840

Record 3
Entry from OMol25: one molecule with the formula CH2O in a non-equilibrium geometry (ωB97M-V with the def2-TZVPD basis set).

Values from the calculation:
- total charge = 0
- calculated total energy (eV) = -3115.8126
- molecular weight (g/mol) = 30.03
- SMILES = C=O
- orbital gap (eV) = 11.04

Geometry (Å):
C (0.02444, -0.01295, 0.05783)
H (0.91963, 0.37872, 0.57162)
H (-0.94329, -0.15859, 0.52541)
O (-0.00077, -0.20719, -1.15486)

Which charges does Mulliken predict for the atoms? In e, they are: atom 1 (C): -0.0699, atom 2 (H): 0.2320, atom 3 (H): 0.2327, atom 4 (O): -0.3948

Record 4
Entry from OMol25: a 2-piece molecular cluster, C3H11N2O2 overall in a non-equilibrium geometry (ωB97M-V with the def2-TZVPD basis set).

Values from the calculation:
- total charge = -1
- calculated total energy (eV) = -10363.9328
- molecular weight (g/mol) = 107.13
- orbital gap (eV) = 6.86

Geometry (Å):
C (0.74456, -0.26994, 1.02381)
N (0.57437, 0.88094, 0.04120)
C (1.44634, 0.55705, -1.18163)
O (2.67199, 0.96956, -1.03409)
C (-0.50650, -1.15191, 1.31653)
N (-1.39928, -1.41839, 0.16823)
H (1.46416, -0.97011, 0.61912)
H (0.97734, 0.27560, 1.93974)
H (0.88093, 1.70213, 0.54701)
H (1.35213, -0.55832, -1.32595)
H (0.82204, 0.92403, -2.08940)
H (-0.15900, -2.12888, 1.63708)
H (-1.19570, -0.75620, 2.05203)
H (-1.91604, -0.62596, -0.11552)
H (-0.86336, -1.84881, -0.57097)
H (-1.07908, 1.55433, -0.41816)
H (-1.98297, 1.03635, -1.57020)
O (-1.83191, 1.82852, -1.03884)

Mulliken atomic charge list, values in e, 6 entries: atom 1 (C): -0.6860, atom 2 (N): -0.2623, atom 3 (C): -0.3311, atom 4 (O): -0.8500, atom 5 (C): -0.6236, atom 6 (N): -0.6312

Record 5
Entry from OMol25: one molecule with the formula C19H23N3O (ωB97M-V with the def2-TZVPD basis set).

Values from the calculation:
- total charge = 0
- calculated total energy (eV) = -26594.8202
- molecular weight (g/mol) = 309.41
- SMILES = O=C(Nc1ccccc1)N1CCN(CCc2ccccc2)CC1
- orbital gap (eV) = 8.81

Geometry (Å):
O (0.44953, -2.81879, 0.43161)
C (0.54451, -1.67868, 0.84243)
N (-0.45507, -1.01365, 1.51771)
C (-1.77394, -1.41489, 1.72208)
C (-2.32648, -2.54817, 1.13275)
C (-3.65324, -2.86432, 1.36028)
C (-4.44537, -2.06686, 2.16846)
C (-3.89787, -0.93901, 2.75711)
C (-2.57405, -0.61328, 2.53674)
H (-2.15029, 0.27125, 2.99407)
H (-4.50443, -0.30800, 3.39055)
H (-5.48054, -2.32077, 2.34013)
H (-4.07169, -3.74591, 0.89744)
H (-1.71080, -3.17479, 0.51017)
H (-0.21143, -0.14488, 1.96734)
N (1.69592, -0.95304, 0.70624)
C (1.78637, 0.48453, 0.85866)
H (1.97496, 0.75877, 1.90836)
C (2.94180, 1.02605, -0.01063)
N (3.07379, 0.40200, -1.29802)
C (2.42378, 0.98309, -2.44324)
H (2.59785, 2.06053, -2.40122)
C (0.91656, 0.71295, -2.66820)
C (-0.02985, 1.43719, -1.75480)
C (0.06717, 2.80926, -1.54655)
C (-0.82483, 3.46409, -0.71651)
C (-1.84343, 2.76153, -0.09440)
C (-1.96665, 1.40009, -0.31220)
C (-1.06314, 0.74472, -1.13104)
H (-1.16461, -0.31992, -1.28858)
H (-2.76485, 0.84359, 0.15671)
H (-2.54332, 3.27443, 0.54862)
H (-0.72973, 4.52919, -0.56125)
H (0.84210, 3.37550, -2.04313)
H (0.69648, 1.01694, -3.69632)
H (0.72545, -0.35962, -2.59885)
H (2.95426, 0.60045, -3.32280)
C (3.14858, -1.05109, -1.26206)
C (2.85973, -1.59620, 0.13794)
H (3.71514, -1.43106, 0.80121)
H (2.65125, -2.66555, 0.08698)
H (2.42777, -1.48503, -1.96069)
H (4.15345, -1.37035, -1.57498)
H (2.80131, 2.09912, -0.14939)
H (3.88698, 0.88059, 0.52687)
H (0.85088, 0.94798, 0.53441)

Mulliken atomic charge list, values in e, 6 entries: atom 1 (O): -0.7112, atom 2 (C): 0.7500, atom 3 (N): 0.0437, atom 4 (C): 0.5035, atom 5 (C): -0.4289, atom 6 (C): -0.6464

Record 6
Entry from OMol25: C42H44P2Re as an isolated structure in a non-equilibrium geometry (ωB97M-V with the def2-TZVPD basis set).

Values from the calculation:
- total charge = +2
- multiplicity = 4
- calculated total energy (eV) = -64954.6765
- molecular weight (g/mol) = 796.97
- orbital gap (spin up / spin down) (eV) = 6.99 / 5.19

Geometry (Å):
Re (-0.10016, -0.02538, 1.94714)
C (-1.81265, 0.04857, 3.52141)
C (-2.45901, 0.08079, 2.27419)
C (-2.97232, 1.37578, 1.68668)
C (-1.90251, 2.24626, 1.01848)
C (-0.44454, 1.94031, 1.35488)
C (0.06178, 1.91851, 2.70863)
C (-0.81951, 2.37691, 3.85319)
C (-1.75111, 1.27437, 4.39088)
C (1.56880, -0.31870, 0.83233)
H (-1.72406, -0.89716, 4.06975)
H (-2.94503, -0.84282, 1.95057)
H (-3.48253, 1.96559, 2.46113)
H (-3.73023, 1.14746, 0.92467)
H (-2.00796, 2.14062, -0.07662)
H (-2.12586, 3.29748, 1.24794)
H (0.27661, 2.17606, 0.56446)
H (1.14124, 2.08106, 2.87235)
H (-1.42677, 3.25291, 3.56576)
H (-0.12732, 2.66479, 4.65980)
H (-1.37067, 0.96386, 5.37342)
H (-2.75271, 1.70363, 4.56350)
H (2.09218, -1.24285, 1.12667)
H (2.25753, 0.54131, 0.89869)
H (1.25613, -0.40648, -0.22856)
P (-0.47256, -1.60439, -2.39257)
P (1.17342, 0.71331, -2.17477)
C (-1.24685, -0.09468, -2.98105)
C (-0.51465, 1.04256, -2.75909)
C (-0.61455, -2.70904, -3.89860)
C (-1.51193, -2.46821, -4.95219)
C (-1.63766, -3.38863, -6.00150)
C (-0.86590, -4.54858, -6.02380)
C (0.08373, -4.76764, -5.01320)
C (0.22702, -3.84308, -3.97718)
C (-1.62439, -2.38564, -1.17748)
C (-1.51725, -2.03162, 0.18009)
C (-1.96471, -2.91369, 1.16226)
C (-2.76758, -4.00418, 0.80792)
C (-3.00467, -4.27987, -0.54232)
C (-2.44137, -3.47575, -1.53681)
C (2.09192, 0.80144, -3.81668)
C (1.96157, -0.23277, -4.76453)
C (2.42762, -0.05672, -6.06914)
C (3.07108, 1.13923, -6.42265)
C (3.21197, 2.17063, -5.48789)
C (2.72941, 1.98740, -4.18986)
C (1.77441, 2.27053, -1.44027)
C (3.10625, 2.33664, -0.96525)
C (3.60269, 3.52979, -0.43747)
C (2.78791, 4.67327, -0.40892)
C (1.50392, 4.63162, -0.96135)
C (0.97816, 3.42612, -1.44444)
H (-2.15737, -0.14360, -3.56811)
H (-0.81493, 2.04188, -3.08134)
H (-2.12738, -1.56733, -4.95713)
H (-2.35212, -3.18754, -6.80164)
H (-0.98473, -5.27799, -6.83058)
H (0.71127, -5.65626, -5.03644)
H (0.98547, -4.00330, -3.20441)
H (-1.08842, -1.00347, 0.43581)
H (-1.70826, -2.75994, 2.21566)
H (-3.22285, -4.63093, 1.57887)
H (-3.60556, -5.13721, -0.84682)
H (-2.59038, -3.68574, -2.60202)
H (1.47017, -1.17383, -4.49135)
H (2.28737, -0.84608, -6.81692)
H (3.46000, 1.27214, -7.43949)
H (3.68498, 3.11456, -5.75026)
H (2.84319, 2.81319, -3.48305)
H (3.74012, 1.45222, -1.03977)
H (4.62321, 3.56163, -0.04998)
H (3.15948, 5.59323, 0.04586)
H (0.89376, 5.54123, -1.01503)
H (-0.03775, 3.37004, -1.83047)
C (0.91218, -0.67682, 3.67152)
C (0.61574, -0.47290, 5.16035)
C (-0.15208, -1.39203, 5.89532)
C (-0.34352, -1.19369, 7.26759)
C (0.14231, -0.03349, 7.88864)
C (0.87236, 0.89535, 7.14132)
C (1.13922, 0.65677, 5.79394)
H (0.96378, -1.75043, 3.45212)
H (1.85409, -0.16311, 3.41013)
H (-0.54348, -2.26838, 5.38699)
H (-0.85990, -1.94167, 7.87341)
H (-0.03406, 0.14177, 8.95988)
H (1.24322, 1.81689, 7.59768)
H (1.77459, 1.31400, 5.19717)

Mulliken atomic charge list, values in e, 6 entries: atom 1 (Re): 0.1322, atom 2 (C): -0.3746, atom 3 (C): -0.5294, atom 4 (C): -0.9568, atom 5 (C): -1.1696, atom 6 (C): 0.8540